{"formula": "C16H24FO12", "method": "ωB97M-V/def2-TZVPD", "species": ["F", "C", "C", "C", "O", "C", "O", "O", "H", "H", "H", "H", "H", "H", "C", "C", "C", "O", "C", "O", "O", "H", "H", "H", "H", "H", "H", "C", "C", "C", "O", "C", "O", "O", "H", "H", "H", "H", "H", "H", "C", "C", "C", "O", "C", "O", "O", "H", "H", "H", "H", "H", "H"], "xyz": [[-7.889, 9.470, -38.104], [-8.833, 7.901, -41.307], [-9.825, 9.141, -41.361], [-9.226, 10.371, -40.822], [-9.603, 11.419, -41.622], [-10.345, 10.937, -42.657], [-10.856, 11.721, -43.475], [-10.400, 9.534, -42.630], [-8.531, 7.502, -40.312], [-8.001, 7.871, -42.262], [-9.321, 6.861, -41.393], [-10.589, 8.858, -40.725], [-8.295, 10.247, -40.981], [-9.489, 10.610, -39.862], [-10.267, 13.067, -37.611], [-11.033, 12.379, -36.433], [-10.364, 11.112, -36.051], [-10.253, 11.208, -34.587], [-10.632, 12.450, -34.259], [-10.846, 12.598, -33.044], [-11.139, 13.135, -35.255], [-9.396, 13.505, -37.082], [-10.956, 14.062, -37.855], [-10.042, 12.392, -38.411], [-11.848, 12.342, -36.885], [-9.505, 11.022, -36.434], [-10.896, 10.354, -36.370], [-5.515, 10.196, -34.206], [-6.647, 9.297, -34.591], [-6.365, 8.164, -35.522], [-6.270, 6.972, -34.690], [-6.638, 7.179, -33.435], [-6.830, 6.436, -32.547], [-7.019, 8.430, -33.377], [-5.093, 10.863, -34.926], [-4.698, 9.703, -33.894], [-5.703, 10.788, -33.405], [-7.581, 9.938, -34.722], [-5.413, 8.272, -36.152], [-7.229, 7.826, -36.020], [-11.555, 7.320, -37.904], [-10.186, 6.995, -37.311], [-9.996, 7.192, -35.719], [-9.994, 5.922, -35.160], [-9.845, 5.025, -36.215], [-9.837, 3.873, -35.939], [-9.971, 5.648, -37.463], [-11.605, 8.343, -38.168], [-12.501, 7.114, -37.140], [-11.773, 6.688, -38.780], [-9.482, 7.559, -37.912], [-10.724, 7.859, -35.212], [-9.131, 7.632, -35.472]], "forces_ev_per_a": [[-0.5, -0.1, 0.2], [0.3, -2.2, -3.1], [0.9, -2.4, 0.0], [-3.1, -0.1, -0.1], [-2.1, 0.8, -2.6], [-0.8, 2.2, -1.8], [1.3, -3.3, 2.2], [0.5, 1.9, 0.1], [1.0, 2.2, -0.1], [-2.0, 0.4, 3.2], [-0.5, 1.6, -1.2], [-2.1, -0.7, 1.0], [7.0, -0.4, 0.0], [-0.2, 0.0, 2.6], [-1.2, 4.1, 2.8], [7.1, 1.2, 0.1], [-3.4, 3.4, 4.7], [0.6, -0.2, -2.5], [-2.6, -2.5, 5.5], [1.1, 1.7, -2.8], [0.5, 1.5, -0.2], [0.2, -0.3, -1.0], [1.8, -2.7, -0.1], [0.1, -0.1, -0.5], [-8.2, -1.3, -2.6], [7.0, -0.6, -2.8], [-2.9, -4.3, -0.8], [-0.9, 0.0, -2.0], [-1.7, -0.1, 2.2], [1.1, -1.0, -0.7], [2.3, -1.7, -0.3], [-1.1, 1.8, -2.0], [0.6, -2.0, 1.2], [-0.3, 4.1, 0.5], [-0.4, 0.3, -1.3], [2.9, -2.6, 1.0], [-1.4, 1.8, 2.5], [1.2, -1.3, -0.5], [-1.7, -0.2, 0.8], [-0.7, 0.9, -1.9], [-2.6, -1.5, 2.3], [-1.0, 1.9, 1.2], [-3.1, 0.9, -1.6], [0.1, -1.0, -2.0], [-1.7, 0.5, 1.2], [0.6, -0.3, -1.4], [1.2, -3.3, 2.0], [-0.1, 1.1, -0.4], [2.5, 0.4, -1.7], [0.3, 0.3, 0.2], [0.7, 0.3, 0.4], [-0.3, -0.7, -0.6], [3.6, 1.7, 0.3]], "de_lowest_ev": 3.878, "charge": -1, "total_energy_ev": -44264.8580, "homo_lumo_gap_ev": 8.417}